# 1
ORCA calculation (ωB97M-V with the def2-TZVPD basis set) on an isolated ion of composition C3H12NSi and charge +1 in a non-equilibrium geometry.

Element x y z (Å)
1 C 1.7226 -1.1219 -0.7743
2 C 0.5623 1.8387 -1.0104
3 C -1.1546 -0.4608 0.0932
4 N -1.7088 -0.4861 1.6367
5 Si 0.6792 0.2478 -0.0005
6 H 1.4044 -1.3313 -1.7930
7 H 2.7692 -0.8379 -0.8174
8 H 1.6644 -2.0526 -0.2151
9 H -0.2871 2.4554 -0.7239
10 H 1.4542 2.4460 -0.8905
11 H 0.4654 1.6246 -2.0728
12 H -1.8730 0.1428 -0.4499
13 H -1.2349 -1.4877 -0.2431
14 H -2.6723 -0.8297 1.6454
15 H -1.0940 -1.0956 2.1796
16 H -1.6640 0.4666 2.0070
17 H 0.9670 0.4818 1.4291

Forces on the atoms, in the same order (eV/Å):
-0.86 -0.10 0.28
-0.62 -0.55 0.13
-1.42 -0.91 -3.58
-0.31 0.28 3.00
1.90 0.63 -1.69
-0.11 0.11 -0.08
0.31 0.39 0.19
0.01 -0.06 0.13
-0.04 0.07 0.11
0.40 0.02 0.34
-0.02 -0.21 -0.03
0.57 0.99 -0.12
1.10 -0.39 0.03
-0.45 -0.17 0.23
-0.22 -0.15 0.45
-0.26 0.03 0.39
0.04 0.01 0.22

Values from the calculation:
2S+1: 3
E_HOMO (alpha / beta) in eV: -8.65 / -15.74
HOMO-LUMO gap (alpha / beta) in eV: 5.9 / 6.2
Charge: +1
Max |F| in Eh/bohr: 0.0769
Energy above the lowest of the compared OMol25 structures with the same formula, charge and spin in kcal per mole: 11.37

These are the natural (NBO) partial charges, in e, on atoms 1 to 2:
1 C -1.103
2 C -1.102

=====

# 2
ORCA calculation (ωB97M-V with the def2-TZVPD basis set) on a 3-piece molecular cluster, C3H12O2S2 overall in a non-equilibrium geometry.

Element x y z (Å)
1 C -0.1278 -0.0466 0.0820
2 C -1.6378 -0.4318 -0.0260
3 C 0.2870 0.9586 -1.1489
4 S 1.9258 1.6926 -1.2707
5 S 2.6818 1.1682 0.8047
6 H 0.0104 0.3322 1.0998
7 H 0.5576 -0.8827 0.0219
8 H -2.2243 0.3621 0.5746
9 H -2.0016 -1.4456 0.2510
10 H -1.9526 -0.3126 -1.0678
11 H 0.1326 0.2737 -2.0003
12 H -0.4748 1.6996 -1.3244
13 H 3.3985 0.2140 0.2046
14 H 0.5487 2.4274 1.7397
15 H 0.0269 2.2457 3.1923
16 O -0.2914 2.1611 2.2555
17 H -0.9838 -3.2850 -0.8548
18 H 0.2491 -3.5213 -1.6969
19 O -0.1241 -3.6097 -0.8363

Forces on the atoms, in the same order (eV/Å):
-0.04 0.54 -0.41
-0.56 1.48 0.04
-1.49 -2.28 0.70
0.45 -0.51 2.56
-0.18 0.64 -2.46
0.15 0.39 -0.64
-0.09 -0.41 -0.27
0.73 -1.41 -0.90
0.79 0.64 0.29
-0.13 0.02 0.00
0.50 0.24 0.02
-0.21 0.62 0.47
0.18 -0.21 0.43
-2.06 -0.61 1.09
-0.57 -0.13 -1.20
2.51 0.99 0.30
-2.29 0.93 -0.23
0.23 0.15 -0.95
2.09 -1.08 1.17

Values from the calculation:
2S+1: 1
E_HOMO in eV: -9.12
HOMO-LUMO gap in eV: 8.8
Max |F| in Eh/bohr: 0.0546
Energy above the lowest of the compared OMol25 structures with the same formula, charge and spin in kcal per mole: 40.36
SMILES: CCCSS.O.O

These are the natural (NBO) partial charges, in e, on atoms 1 to 2:
1 C -0.404
2 C -0.627

=====

# 3
ORCA calculation (ωB97M-V with the def2-TZVPD basis set) on a 3-piece molecular cluster, C3H12O3S2 overall in a non-equilibrium geometry.

Element x y z (Å)
1 C 0.6015 0.3277 0.3181
2 C -0.1627 -0.3869 -0.8666
3 O -0.4168 0.6747 -1.8308
4 C 2.1535 0.1697 0.2901
5 S 2.9931 0.9992 1.6681
6 S 3.0928 -0.5306 3.1362
7 H 0.1613 0.0641 1.3723
8 H 0.4206 1.4477 0.1887
9 H 0.4870 -1.1656 -1.2240
10 H -1.1400 -0.7485 -0.5066
11 H -0.8394 0.1796 -2.4913
12 H 2.4693 0.5032 -0.7026
13 H 2.4095 -0.8926 0.2309
14 H 4.3748 -0.8928 3.1805
15 H -1.9580 1.5615 0.2119
16 H -2.1457 1.1289 -1.1731
17 O -2.6124 1.1833 -0.4101
18 H -3.7516 -1.7258 -0.1918
19 H -3.0002 -0.4737 -0.4670
20 O -3.1365 -1.4230 -0.7327

Forces on the atoms, in the same order (eV/Å):
-0.72 0.86 1.16
0.36 2.01 2.38
1.15 -0.45 1.21
-1.29 -0.99 -0.64
0.33 -0.84 0.31
-0.85 0.68 -0.36
0.89 0.21 -1.96
0.01 -1.33 0.24
0.00 -0.44 -0.67
0.93 -0.33 -0.26
-0.95 -0.62 -2.19
0.39 0.67 0.32
0.10 0.04 0.60
0.38 0.18 -0.48
-0.65 -0.30 -0.35
2.44 -0.02 -3.92
-2.06 0.97 4.54
-4.43 -2.32 3.75
-0.38 -0.85 -0.20
4.34 2.87 -3.48

Values from the calculation:
2S+1: 1
E_HOMO in eV: -9.26
HOMO-LUMO gap in eV: 9.5
Max |F| in Eh/bohr: 0.1218
Energy above the lowest of the compared OMol25 structures with the same formula, charge and spin in kcal per mole: 26.61
SMILES: OCCCSS.O.O

These are the natural (NBO) partial charges, in e, on atoms 1 to 2:
1 C -0.434
2 C -0.109

=====

# 4
ORCA calculation (ωB97M-V with the def2-TZVPD basis set) on a 3-piece molecular cluster, C3H12O3S2 overall in a non-equilibrium geometry.

Element x y z (Å)
1 C 0.8593 -0.0646 0.1934
2 C 1.3556 0.2706 -1.1856
3 O 0.4493 -0.0842 -2.2512
4 C 1.8724 0.5194 1.1616
5 S 1.7080 -0.1243 2.8642
6 S -0.0869 0.6805 3.2474
7 H 0.7062 -1.1524 0.2929
8 H -0.1700 0.3012 0.3093
9 H 1.5624 1.3469 -1.3691
10 H 2.3765 -0.0683 -1.4092
11 H 0.0901 -0.9648 -2.1031
12 H 1.8322 1.6031 1.2361
13 H 2.8578 0.0827 0.8475
14 H -0.9988 -0.3163 2.9452
15 H -2.8550 1.0318 -1.5911
16 H -1.4176 0.5844 -2.0129
17 O -2.2077 0.3318 -1.4807
18 H -3.4291 -1.2147 -0.0011
19 H -1.8866 -1.1439 -0.0315
20 O -2.6182 -1.6188 0.3379

Forces on the atoms, in the same order (eV/Å):
-0.57 0.03 -0.35
0.33 0.98 -1.69
0.19 0.16 0.30
0.57 -1.73 0.43
0.17 -0.12 -0.49
-1.49 -0.04 0.62
0.66 0.12 0.14
0.38 0.51 0.15
-0.79 -0.21 0.59
-0.25 -0.96 0.23
0.21 -0.16 0.07
0.27 -0.02 -0.35
-0.48 0.98 0.25
0.79 0.43 0.02
0.01 0.11 -0.06
-0.55 -0.19 0.44
0.64 0.40 -0.60
0.64 0.00 -0.06
0.07 0.65 -0.52
-0.81 -0.93 0.89

Values from the calculation:
2S+1: 1
E_HOMO in eV: -9.19
HOMO-LUMO gap in eV: 9.7
Max |F| in Eh/bohr: 0.0385
Energy above the lowest of the compared OMol25 structures with the same formula, charge and spin in kcal per mole: 9.20
SMILES: OCCCSS.O.O

These are the natural (NBO) partial charges, in e, on atoms 1 to 2:
1 C -0.472
2 C -0.063

=====

# 5
ORCA calculation (ωB97M-V with the def2-TZVPD basis set) on a 4-piece molecular cluster, C3H12O4 overall in a non-equilibrium geometry.

Element x y z (Å)
1 C -0.4779 0.6782 0.6035
2 C 0.3305 -0.3614 0.4245
3 O 1.6225 -0.1515 0.0971
4 C -0.0281 -1.8050 0.4569
5 H -1.5359 0.6907 0.8416
6 H -0.0347 1.6607 0.5090
7 H 2.3280 -0.7798 0.3251
8 H 0.3234 -2.2956 1.4037
9 H -1.0999 -2.0087 0.5554
10 H 0.2480 -2.3478 -0.4474
11 H 1.6291 2.8561 -1.1748
12 H 2.7856 2.3407 -1.8725
13 O 2.0972 3.0084 -2.0056
14 H -0.5854 -0.7248 3.5877
15 H -1.9797 -0.0807 3.3334
16 O -1.4437 -0.5366 3.9885
17 H -1.3912 -1.1006 -3.9073
18 H -1.6468 -0.0951 -2.9599
19 O -2.0406 -0.9506 -3.2019

Forces on the atoms, in the same order (eV/Å):
0.31 0.64 0.01
-0.63 -1.11 0.15
1.52 1.32 -0.53
-1.19 -1.03 1.34
0.20 -0.62 -0.23
0.05 0.09 0.11
-1.17 -0.20 0.13
0.44 0.26 -1.00
-0.06 0.60 -0.18
0.51 0.08 0.18
-0.42 0.38 -0.12
0.15 0.19 -0.54
0.25 -0.63 0.67
-0.33 0.24 -0.13
0.26 -0.03 -0.12
0.08 -0.19 0.23
-0.48 -0.84 -0.17
-0.73 0.00 0.70
1.24 0.85 -0.49

Values from the calculation:
2S+1: 1
E_HOMO in eV: -9.43
HOMO-LUMO gap in eV: 9.7
Max |F| in Eh/bohr: 0.0405
Energy above the lowest of the compared OMol25 structures with the same formula, charge and spin in kcal per mole: 31.38
SMILES: C=C(C)O.O.O.O

These are the natural (NBO) partial charges, in e, on atoms 1 to 2:
1 C -0.516
2 C 0.325

=====

# 6
ORCA calculation (ωB97M-V with the def2-TZVPD basis set) on a 3-piece molecular cluster, C3H12O4 overall in a non-equilibrium geometry.

Element x y z (Å)
1 C -1.5160 -0.3336 0.4918
2 O -2.8397 0.0217 0.9266
3 C -0.3047 0.5971 0.5895
4 C 0.8485 -0.2205 -0.0115
5 O 1.9882 0.6419 -0.2520
6 H -1.5273 -0.6155 -0.5674
7 H -1.2964 -1.2794 0.9995
8 H -2.7414 0.9540 1.1775
9 H -0.1088 0.7820 1.6515
10 H -0.5037 1.5134 0.0327
11 H 0.5397 -0.6919 -0.9361
12 H 1.0572 -0.9656 0.7526
13 H 2.3201 0.7461 0.6448
14 H -0.8063 -5.1895 -0.0939
15 H -0.9718 -4.0849 -1.1661
16 O -0.3905 -4.3766 -0.4711
17 H 1.9150 4.8025 -0.8266
18 H 2.3519 3.4500 -1.2979
19 O 1.9860 4.2488 -1.6438

Forces on the atoms, in the same order (eV/Å):
-0.10 -1.48 -0.58
1.33 1.28 0.02
-1.11 -0.67 0.29
-0.12 1.47 0.55
-0.56 -0.93 0.45
-0.59 0.10 -0.09
0.19 0.11 0.13
-0.58 -0.29 -0.01
0.17 0.42 -0.17
0.25 0.11 0.07
0.23 -0.02 -0.21
0.45 -0.43 -0.31
0.49 0.37 -0.16
0.46 1.07 -0.55
-0.39 0.07 -0.36
-0.07 -1.10 0.93
0.00 -0.52 -1.18
0.38 -1.15 0.15
-0.41 1.59 1.03

Values from the calculation:
2S+1: 1
E_HOMO in eV: -10.33
HOMO-LUMO gap in eV: 11.0
Max |F| in Eh/bohr: 0.0377
Energy above the lowest of the compared OMol25 structures with the same formula, charge and spin in kcal per mole: 28.90
SMILES: OCCCO.O.O

These are the natural (NBO) partial charges, in e, on atoms 1 to 2:
1 C -0.065
2 O -0.705